[1]
106
Properties=species:S:1:pos:R:3:forces:R:3 method="wB97M-V/def2-TZVPD" multiplicity=1 lumo_energy_ev=-0.169 total_charge=0 gap_ev=8.81 e_homo_ev=-8.980 total_energy_ev=-153391.8391
C 1.92359 0.95265 2.96625 0.0096 -0.1988 0.0563
C 2.08503 0.49039 1.52458 -0.1646 -0.3353 0.3607
P 3.70562 0.95473 0.57390 -0.1164 0.0161 0.0054
N 4.37549 2.11818 1.62674 -0.0461 0.1417 -0.2737
O 4.69126 -0.25949 1.05504 -0.0891 0.0065 0.0643
O 2.12964 -1.00245 1.53883 0.2647 0.1664 -0.2841
S 0.68363 -1.62398 1.46838 -0.2592 -0.3225 -0.0077
O 0.14802 -1.85324 2.76547 0.0911 0.0541 -0.0923
O 0.69822 -2.68547 0.51958 0.0554 0.1804 0.0638
O -0.04194 -0.34191 0.85532 -0.2564 0.1097 0.1868
C 0.90861 0.68432 0.55786 0.6452 0.3673 -0.3911
P -0.00396 2.32048 0.18411 -0.3181 -0.3786 -0.3511
O -1.37965 2.05975 1.02820 0.1760 0.0829 0.1134
I 1.05646 4.07450 1.50890 0.0121 -0.0899 0.0867
H 1.07823 1.62170 3.09842 0.0143 0.0399 -0.0163
H 2.83519 1.43552 3.31344 -0.0514 0.1398 -0.0247
H 1.75366 0.07694 3.59224 -0.0439 0.0474 -0.0098
H 5.38864 2.05337 1.63718 -0.0293 -0.0918 0.0707
H 4.12292 3.04787 1.30298 0.0647 0.0064 0.1386
H 4.46550 -1.07308 0.58778 0.1261 -0.0255 0.0408
H 1.29008 0.47614 -0.45497 0.0615 -0.1113 0.1086
H -1.94601 1.46338 0.51409 -0.1212 0.0768 0.0288
C 4.30489 -4.10786 0.97833 0.0246 0.0090 -0.1335
C 5.33864 -4.81958 1.81746 -0.1883 0.0657 0.2187
O 6.34993 -5.44187 0.98608 0.0625 0.0021 0.0064
C 7.31092 -4.64880 0.54127 0.0063 -0.0520 -0.0107
O 7.44796 -3.47927 0.73963 -0.0252 0.0087 -0.0283
C 8.32520 -5.48919 -0.26961 -0.1197 0.0139 0.0432
F 7.70660 -6.32179 -1.11370 0.0153 0.0017 -0.0335
F 9.04906 -6.23466 0.58323 0.1223 0.0448 -0.1004
F 9.14579 -4.71513 -0.96137 0.0186 0.0067 0.0262
H 3.85754 -4.78817 0.25406 -0.0385 -0.0072 0.0403
H 3.51425 -3.71494 1.61693 -0.0006 -0.0026 0.0046
H 4.75872 -3.28058 0.43203 0.0182 -0.0041 0.0127
H 4.89902 -5.64326 2.37553 0.0350 -0.0538 -0.0623
H 5.82380 -4.14405 2.52092 0.0709 0.0151 -0.0727
C -6.84593 5.98289 -0.00432 0.1354 0.0402 -0.2240
C -5.67180 5.46513 0.78987 -0.1945 0.0228 0.2612
O -4.63037 4.95344 -0.07809 0.0483 0.0041 -0.0364
C -3.80838 5.84892 -0.59151 0.0183 -0.0384 0.0199
O -3.81012 7.03240 -0.42591 -0.0091 0.0001 -0.0247
C -2.73886 5.13087 -1.44701 -0.1149 -0.0117 0.0384
F -3.27946 4.20730 -2.24712 0.0112 0.0010 -0.0253
F -1.86136 4.51620 -0.63942 -0.0144 0.0892 -0.0547
F -2.07558 6.00169 -2.20145 -0.0060 0.0223 0.0202
H -7.23132 5.20170 -0.65852 -0.0623 -0.0156 0.0618
H -7.63931 6.28609 0.67492 0.0012 -0.0084 0.0174
H -6.56476 6.84177 -0.61385 0.0330 0.0159 0.0540
H -5.96150 4.61260 1.39941 0.0376 -0.0528 -0.0725
H -5.24632 6.23106 1.43750 0.0596 0.0264 -0.0855
C -5.29656 -1.23200 -3.16350 0.0443 0.1274 -0.0595
C -3.93287 -1.86616 -3.01589 -0.1540 -0.1911 0.0992
O -2.91442 -1.07526 -3.67748 0.0218 0.0689 0.0064
C -2.45769 -0.03802 -3.00754 0.1338 0.0079 -0.0587
O -2.77889 0.33304 -1.91592 -0.0541 0.0029 0.1996
C -1.34025 0.66808 -3.80939 -0.0103 -0.0609 0.0831
F -1.67899 0.84785 -5.08712 0.0103 0.0308 0.0137
F -0.22676 -0.07746 -3.76726 0.0111 0.0056 -0.0355
F -1.06962 1.84968 -3.26496 0.0022 0.0453 -0.0638
H -5.53519 -1.08009 -4.21619 -0.0177 -0.0460 0.0033
H -6.05176 -1.88465 -2.72615 0.0030 -0.0098 0.0003
H -5.33838 -0.26822 -2.65745 0.0018 -0.0261 0.0357
H -3.88650 -2.83321 -3.51017 0.0439 0.0382 -0.0542
H -3.65478 -1.99637 -1.97091 0.0370 0.0795 -0.0063
C 7.83899 -8.54000 2.44881 -0.0717 -0.1643 0.1896
C 6.92390 -8.85532 1.28910 0.1098 0.2748 -0.1154
O 6.40742 -10.20480 1.37906 -0.0487 -0.0333 0.0289
C 5.36991 -10.37025 2.17976 0.0026 -0.0340 -0.0391
O 4.80637 -9.53748 2.82708 0.0006 -0.0026 0.0110
C 4.91439 -11.84856 2.14422 0.0109 0.0570 0.0242
F 5.95301 -12.68378 2.23351 -0.0003 -0.0115 0.0069
F 4.27775 -12.09475 0.99054 0.0011 -0.0093 -0.0068
F 4.08121 -12.10265 3.14640 -0.0063 -0.0026 -0.0099
H 8.65249 -9.26385 2.50464 0.0250 0.0348 -0.0478
H 8.26140 -7.54682 2.32099 0.0092 -0.0138 0.0100
H 7.29707 -8.56298 3.39432 -0.0350 0.0122 -0.0285
H 7.45872 -8.82642 0.34266 -0.0063 -0.0920 0.0033
H 6.08906 -8.15857 1.23139 -0.0279 -0.0515 0.0460
C -8.23406 1.96660 4.20507 -0.0320 0.1433 -0.0076
C -9.17964 1.49200 3.12607 0.0990 -0.2228 0.0738
O -10.03126 2.56932 2.66523 -0.0198 0.0269 -0.0484
C -9.50317 3.38949 1.77747 -0.0468 0.0007 0.0058
O -8.40460 3.34518 1.30417 0.0089 0.0154 0.0184
C -10.54323 4.46122 1.36861 0.1033 -0.0377 0.0280
F -11.16288 4.96926 2.43525 -0.0121 0.0247 -0.0008
F -11.46394 3.91935 0.56346 -0.0095 -0.0095 -0.0039
F -9.94179 5.45189 0.71563 -0.1017 -0.0068 -0.0026
H -8.78949 2.41254 5.03013 -0.0009 -0.0451 0.0159
H -7.66098 1.12231 4.58731 -0.0034 -0.0088 -0.0027
H -7.53658 2.70814 3.81746 0.0167 -0.0366 -0.0204
H -9.87148 0.74353 3.50439 -0.0524 0.0575 -0.0040
H -8.64571 1.07397 2.27368 0.0013 0.0814 -0.0289
C 0.95257 4.13397 -4.78531 0.1906 -0.0249 -0.0013
C 0.65829 5.41189 -4.03506 -0.2780 -0.1141 -0.0240
O 1.85973 5.95438 -3.43676 0.0474 0.0417 0.0114
C 2.64239 6.65688 -4.23589 0.0014 0.0004 0.0446
O 2.47456 6.90422 -5.39308 0.0143 -0.0042 -0.0033
C 3.85561 7.18890 -3.43601 -0.0411 -0.0184 -0.0579
F 4.38666 6.23795 -2.66027 0.0177 -0.0066 0.0094
F 3.46796 8.20100 -2.64780 0.0057 0.0026 0.0144
F 4.79748 7.63404 -4.25925 -0.0003 0.0095 0.0089
H 1.43320 3.41078 -4.12543 -0.0603 -0.0235 0.0144
H 0.02327 3.70124 -5.15503 -0.0142 0.0114 0.0102
H 1.61208 4.31527 -5.63338 -0.0443 0.0401 -0.0174
H -0.00736 5.23389 -3.19424 0.1118 0.0079 0.0127
H 0.20784 6.16663 -4.67859 0.0929 0.0335 -0.0151

[2]
76
Properties=species:S:1:pos:R:3:forces:R:3 method="wB97M-V/def2-TZVPD" multiplicity=1 lumo_energy_ev=-0.759 total_charge=0 gap_ev=8.08 e_homo_ev=-8.838 total_energy_ev=-56742.9893
C 4.30075 -1.90989 0.05188 -0.1818 -0.1494 0.3527
C 2.89757 -1.82658 -0.69668 0.4417 -0.7422 0.2625
C 3.00876 -1.76604 -2.25858 -0.0592 -1.4318 0.8021
O 3.61884 -0.56853 -2.79476 -1.2575 0.5394 0.6519
C 3.07290 0.58000 -2.28149 -0.0326 2.5942 1.3280
C 1.67582 0.95934 -2.35329 0.8343 0.7963 0.6668
C 1.13680 2.20008 -1.77194 1.7391 -0.7952 -0.0929
C -0.39748 2.42322 -1.95475 0.5400 -0.2762 -0.5745
C -1.27128 1.81708 -0.79928 0.8955 1.3644 -0.4818
O -2.64674 2.23961 -1.03384 -0.5099 -1.8439 0.2482
C -3.38359 1.23689 -1.63773 -1.5150 -0.8795 -1.4209
O -2.93099 0.52124 -2.50471 0.5848 0.5271 0.7642
C -4.89085 0.99221 -1.23157 0.8183 1.2958 1.7429
C -4.90148 1.12742 0.37351 0.0837 0.1225 -1.0402
C 2.03710 3.13251 -1.09496 0.7331 -1.2024 -0.2927
C 1.45064 4.42899 -0.46212 -0.0834 -0.3937 -0.5405
F 1.66945 4.40905 0.94580 -0.1167 0.1482 -1.2111
C 1.92680 5.76089 -1.13331 -1.2299 0.7428 0.7440
C 1.09260 6.93566 -0.44112 0.0077 0.0644 0.0202
C 3.48097 2.80951 -1.03624 -0.9959 -1.5255 -1.0114
C 3.98314 1.54245 -1.61876 -1.1475 0.6601 0.0607
C 5.49708 1.23103 -1.53811 0.8562 0.4958 -0.1942
O 5.99123 0.13135 -1.53809 -0.6443 0.2976 -0.1293
C 6.48059 2.44647 -1.45009 -1.5846 0.5046 0.2207
I 8.49055 2.28488 -2.17650 -1.1871 -0.1174 0.4718
C 6.01051 3.58766 -0.90145 0.4028 -0.4807 -0.5224
C 4.54003 3.73457 -0.39197 1.0002 -0.2745 -0.6792
O 4.33593 4.58552 0.43836 -0.2664 -0.4056 -0.3945
H 4.29657 -2.73799 0.80992 -0.2455 0.8316 -0.8157
H 5.15703 -2.14223 -0.63444 -0.8326 0.6413 0.4775
H 4.48050 -0.97565 0.65132 0.1324 -0.7769 -0.8588
H 2.25416 -1.02247 -0.24712 0.6431 -0.5974 -0.6176
H 2.35992 -2.78828 -0.45953 0.4202 0.9758 -0.4215
H 2.00589 -2.00229 -2.70575 0.7513 0.6437 0.1640
H 3.68259 -2.61616 -2.56405 -0.5302 1.0250 0.1430
H 0.97513 0.26647 -2.87032 0.5476 0.6306 0.4528
H -0.67097 1.89919 -2.91250 0.1011 0.4816 0.9854
H -0.64650 3.50817 -2.12321 0.2130 -1.0832 0.3982
H -1.15784 0.70721 -0.77744 -0.2545 0.9138 0.0815
H -0.98487 2.29894 0.17446 -0.2477 -0.6742 -0.8098
H -5.53954 1.78963 -1.68811 0.6340 -0.7015 0.4192
H -5.24042 -0.00987 -1.57603 0.6397 0.9768 0.2202
H -4.47963 2.14329 0.59998 -0.5188 -1.0129 0.0764
H -5.92069 0.99056 0.80172 0.8828 0.1432 -0.3980
H -4.21118 0.34455 0.78574 -0.6707 0.6928 -0.2085
H 0.32932 4.40829 -0.56981 1.1342 -0.0679 0.0999
H 3.01807 5.96108 -1.04265 -0.8957 -0.4036 -0.0923
H 1.60251 5.76090 -2.21223 0.6138 -0.3460 0.9772
H 0.16386 7.18360 -1.02231 0.8833 -0.2828 0.4031
H 0.74911 6.65206 0.58733 0.4942 0.1786 -0.8602
H 1.69083 7.87480 -0.34389 -0.4514 -0.7802 -0.1453
H 6.72351 4.44546 -0.80933 -1.1321 -0.6130 0.2709
C 2.67439 -6.28496 3.97971 -0.2295 -0.0258 -0.2038
N 2.18719 -5.44287 2.90557 0.3033 0.2601 0.0840
C 1.02680 -5.87087 2.14586 0.0723 0.2656 -0.1254
C 2.78069 -4.26819 2.58762 -0.0822 -0.1369 0.0912
O 2.42095 -3.51883 1.69988 -0.3601 -0.3896 0.2957
H 2.95075 -7.26100 3.57405 0.0425 -0.0359 0.1780
H 1.88448 -6.41114 4.72385 0.1276 -0.1037 0.0841
H 3.54571 -5.83826 4.45751 -0.0540 0.0348 -0.0765
H 1.29950 -5.96471 1.09282 -0.1526 -0.0246 0.0078
H 0.23958 -5.11975 2.23583 -0.0488 -0.1005 -0.1036
H 0.66316 -6.82813 2.51612 0.0978 0.0598 0.0423
H 3.65126 -4.03739 3.22429 0.0054 -0.0500 0.0351
C -8.66570 -3.47911 1.72282 0.2203 0.1413 0.1565
N -7.69155 -2.46149 1.38225 -0.1419 0.0141 -0.3711
C -6.76192 -2.00686 2.40073 0.0791 0.1629 -0.2441
C -7.62057 -1.92081 0.14392 -0.0582 -0.1056 0.0918
O -6.82700 -1.06558 -0.20187 -0.1259 -0.2153 0.1948
H -9.29821 -3.11342 2.53501 -0.0779 -0.1656 -0.0175
H -8.14341 -4.38210 2.04731 -0.1713 -0.0634 0.0214
H -9.29189 -3.71901 0.86415 0.0751 0.0653 0.0064
H -6.88779 -0.93277 2.55071 0.1221 -0.0429 0.0896
H -5.73976 -2.19396 2.06559 0.0128 0.0824 0.1272
H -6.94099 -2.53035 3.33852 -0.0626 -0.0141 -0.1023
H -8.36874 -2.33431 -0.55224 -0.0306 -0.0426 0.0459

Look up the multiplicity of the second one.
1